Entry 1:
{"formula": "C49H68N5O4PmTe", "method": "ωB97M-V/def2-TZVPD", "charge": 3, "spin_multiplicity": 6, "orbital_gap_ev": [6.8, 5.0], "elements": ["Pm", "C", "C", "C", "C", "C", "C", "C", "C", "N", "C", "C", "C", "C", "N", "C", "C", "C", "C", "C", "C", "C", "C", "H", "H", "H", "H", "H", "H", "H", "H", "H", "H", "H", "H", "H", "H", "H", "H", "H", "H", "H", "H", "H", "H", "H", "H", "O", "H", "H", "O", "H", "H", "O", "H", "H", "N", "C", "C", "N", "C", "C", "H", "H", "H", "H", "H", "H", "H", "H", "H", "H", "H", "C", "C", "C", "C", "C", "C", "Te", "N", "C", "O", "C", "C", "C", "C", "C", "C", "C", "C", "C", "C", "C", "C", "C", "C", "C", "C", "C", "C", "H", "H", "H", "H", "H", "H", "H", "H", "H", "H", "H", "H", "H", "H", "H", "H", "H", "H", "H", "H", "H", "H", "H", "H", "H", "H", "H"], "positions_angstrom": [[-0.343201, 2.094415, -0.876492], [-2.757745, 5.788149, -0.470671], [-1.359319, 6.252597, -0.497022], [-1.030148, 7.418914, 0.201157], [0.214370, 7.966372, 0.067919], [1.133977, 7.408950, -0.822160], [0.867903, 6.222551, -1.528220], [1.847258, 5.744771, -2.550671], [-0.413988, 5.580087, -1.321943], [-0.672177, 4.341998, -1.979298], [-1.411995, 4.314083, -3.095692], [-2.226862, 5.525950, -3.531643], [-1.397202, 3.098919, -3.910221], [-2.070351, 3.253284, -5.273778], [-0.796766, 1.970770, -3.503635], [-0.631018, 0.901143, -4.435626], [-1.668402, -0.075451, -4.555631], [-3.074811, 0.066044, -4.033733], [-1.384904, -1.242754, -5.279709], [-0.111899, -1.449747, -5.842391], [0.808040, -0.402024, -5.855447], [0.538184, 0.816081, -5.214639], [1.381110, 2.006911, -5.432792], [-3.396069, 6.255847, -1.257081], [-3.325493, 6.007613, 0.460764], [-2.827336, 4.685403, -0.663991], [-1.740347, 7.859040, 0.919156], [0.530488, 8.821896, 0.608255], [2.081630, 7.942471, -1.005289], [2.180079, 6.652413, -3.063247], [1.405768, 5.037750, -3.263866], [2.767358, 5.319046, -2.101655], [-1.936319, 6.406732, -2.992556], [-3.299700, 5.425624, -3.372038], [-2.105310, 5.721919, -4.626637], [-3.152407, 3.342531, -5.137082], [-1.838346, 2.413612, -5.886860], [-1.740115, 4.183337, -5.748726], [-3.768065, -0.552960, -4.638545], [-3.467413, 1.065394, -3.930336], [-3.068156, -0.345643, -2.995520], [-2.145614, -2.024609, -5.302000], [0.090559, -2.426276, -6.299222], [1.795864, -0.515056, -6.389307], [2.417284, 1.693188, -5.656689], [1.410220, 2.704166, -4.566368], [1.124825, 2.611100, -6.327941], [-0.813352, 2.085581, 1.332291], [-0.854982, -0.234460, 0.620681], [-0.907577, 2.147549, 2.284305], [1.952511, 2.292067, -2.034558], [2.793764, 2.831242, -1.976357], [2.184255, 1.382763, -2.372155], [-2.681920, 1.511877, -1.012331], [-2.396373, 0.608724, -0.576933], [-3.560173, 1.756779, -0.692885], [2.764486, 3.266964, 3.766660], [1.930468, 4.466900, 3.597894], [1.054320, 4.321608, 2.356206], [1.809582, 4.002866, 1.137541], [2.807592, 2.935287, 1.283761], [3.618668, 3.001166, 2.546469], [2.200364, 2.411897, 4.013381], [3.402989, 3.435282, 4.557375], [2.579447, 5.364806, 3.472485], [1.283670, 4.647693, 4.503377], [0.504514, 5.245433, 2.191426], [0.308243, 3.514999, 2.497147], [2.172640, 4.812929, 0.609639], [3.487406, 2.955553, 0.459442], [2.291967, 1.927093, 1.304531], [4.381925, 3.829159, 2.555224], [4.114091, 2.036309, 2.751719], [-3.234951, -7.851364, 6.523730], [-2.661703, -6.688543, 5.771511], [-3.176732, -6.342873, 4.515358], [-2.754754, -5.176104, 3.831872], [-3.434896, -4.762563, 2.521957], [-1.705458, -4.403089, 4.373277], [-0.856827, -2.799933, 3.202643], [-1.157996, -0.619593, -0.226713], [-0.299810, -0.799094, -1.222388], [0.508353, 0.123020, -1.615752], [-0.251345, -2.044827, -1.891155], [-1.352575, -2.879549, -2.026112], [-1.146908, -4.173160, -2.438678], [0.134498, -4.716545, -2.657458], [1.222428, -3.827676, -2.608525], [0.967258, -2.478777, -2.418520], [0.989186, -3.816710, 2.465088], [2.218912, -3.054092, 2.556042], [2.233757, -1.688432, 3.187355], [3.443523, -3.586120, 2.097834], [3.545889, -4.793983, 1.400308], [4.784063, -5.289948, 0.692753], [2.333699, -5.511844, 1.401118], [1.087098, -5.117389, 1.862696], [-0.106764, -6.056019, 1.694928], [-1.223740, -4.658640, 5.685950], [-0.108257, -3.837946, 6.345869], [-1.730785, -5.791480, 6.338763], [-2.827310, -8.843912, 6.139649], [-4.306493, -7.876832, 6.345958], [-3.011109, -7.723996, 7.561702], [-3.918971, -6.980263, 4.041488], [-2.679097, -4.284706, 1.834545], [-4.170097, -3.937692, 2.753239], [-3.953145, -5.550356, 1.974094], [-2.331128, -2.471889, -1.843124], [-2.041856, -4.763336, -2.597372], [0.246731, -5.751902, -2.900101], [2.240819, -4.104909, -2.946760], [1.729718, -1.729431, -2.663017], [1.648944, -0.931447, 2.615037], [3.290237, -1.387152, 3.336690], [1.733786, -1.689350, 4.197920], [4.355591, -3.071653, 2.358572], [5.409585, -6.064611, 1.204289], [5.422808, -4.445746, 0.503141], [4.559081, -5.786188, -0.267990], [2.423960, -6.504696, 0.945966], [0.173667, -7.030081, 1.287752], [-0.815754, -5.665270, 0.971938], [-0.569591, -6.304207, 2.684323], [0.715519, -3.610016, 5.599983], [0.355312, -4.399737, 7.156831], [-0.436376, -2.858304, 6.795956], [-1.371937, -6.033603, 7.348272]], "forces_ev_per_a": [[-0.182, 0.105, 0.989], [-2.039, -1.165, 0.074], [0.362, -0.328, -0.585], [-0.327, -0.405, 0.588], [0.924, -0.518, -0.696], [0.124, -0.385, -0.332], [-1.431, -0.257, 0.841], [0.462, 0.105, -0.049], [0.829, 2.180, 0.853], [-1.283, -0.058, -2.760], [0.770, 1.577, 3.383], [0.653, -0.372, -1.387], [0.568, -3.421, -1.012], [0.500, 0.493, 1.007], [-1.533, 3.990, -0.756], [-1.205, -1.191, -0.454], [0.773, 0.172, -0.773], [0.183, -1.081, 1.162], [0.890, 0.271, 0.365], [-0.641, -0.023, 0.145], [0.800, -0.217, -0.490], [-1.020, -0.689, 0.330], [1.628, 1.056, -0.008], [0.637, -0.148, 0.404], [0.717, -0.177, -0.394], [-0.052, 0.819, 0.298], [0.196, -0.254, -0.635], [-0.051, 0.768, 0.443], [-0.482, -0.407, 0.088], [0.084, -0.356, -0.314], [0.291, 0.203, 0.174], [-0.441, -0.007, -0.170], [0.339, 0.326, 0.192], [-0.037, -0.521, 0.048], [-0.046, -0.098, 1.007], [0.054, -0.075, 0.005], [0.029, -0.547, -0.520], [0.011, -0.366, -0.079], [0.419, 0.473, 0.362], [0.050, 0.410, -0.234], [-0.317, 0.177, -0.570], [0.225, 0.200, -0.223], [0.117, 0.583, 0.083], [-1.272, 0.135, 0.558], [-0.300, 0.152, 0.264], [-0.030, -0.478, -0.516], [-0.345, -0.413, 0.449], [0.745, -0.085, -0.914], [0.744, 1.332, 1.180], [-0.348, -0.147, -0.273], [1.622, -0.091, 0.090], [-1.461, -0.995, -0.323], [-0.300, 1.144, 0.423], [0.325, -1.049, 0.514], [-0.684, 0.811, -0.642], [0.200, -0.063, 0.051], [0.276, -0.893, 0.640], [-1.324, 1.787, 0.173], [0.090, -0.524, -0.374], [0.422, 0.011, -0.553], [-1.680, -0.557, 0.661], [1.435, 0.377, 0.865], [0.443, 1.067, -0.353], [-0.235, -0.284, -0.179], [-0.105, -0.836, 0.242], [0.801, -0.406, -0.792], [-0.028, 0.039, 0.032], [0.429, 0.462, -0.063], [-0.371, -0.478, 0.722], [0.374, -0.101, -0.562], [0.296, 0.927, -0.247], [-0.720, -0.818, -0.140], [0.021, 0.500, -0.223], [0.687, -0.949, -1.250], [-0.055, 1.317, -0.506], [0.543, 0.876, -0.324], [-0.121, -0.511, -0.431], [0.401, 1.414, 0.362], [-0.388, -0.257, 0.563], [1.185, -1.881, -0.113], [-0.973, -1.146, -1.373], [-0.211, 1.883, 0.888], [0.784, 0.124, 0.409], [0.034, -1.631, -1.713], [0.583, 0.127, 0.422], [-0.268, -0.933, -0.334], [-0.222, 1.498, 0.543], [0.022, -0.309, -1.400], [0.677, 0.449, 0.503], [1.192, 0.378, -0.369], [-0.943, -0.813, -0.026], [-0.316, 0.382, 1.061], [-0.367, 0.107, 0.101], [-1.588, -0.078, 0.796], [0.185, -0.830, 0.110], [0.851, -1.057, -1.032], [-0.798, 0.564, 0.589], [0.384, -0.341, 0.850], [0.428, -0.108, -0.396], [0.169, 0.682, -0.560], [-0.007, -0.403, 0.222], [-0.356, 1.244, 0.586], [-0.105, -0.059, 0.231], [-0.024, -0.287, 0.673], [-0.004, 0.159, 0.079], [-0.648, -0.568, 0.361], [0.537, -0.897, -0.259], [0.159, -0.034, 0.247], [-0.273, -0.183, 0.269], [0.199, -0.315, -0.008], [0.117, -0.391, -0.100], [-0.834, -0.093, 0.366], [-0.112, -0.397, 0.593], [0.626, -0.385, -0.007], [-0.719, 0.172, -0.147], [0.634, -0.126, -0.742], [0.092, 0.457, -0.228], [-0.745, 0.720, 0.180], [0.390, 0.279, -0.180], [-0.247, 0.458, 0.337], [-0.428, 0.245, 0.099], [0.393, 0.198, 0.005], [-0.341, 0.294, 0.193], [0.119, 0.539, -0.868], [-0.822, -0.250, 0.719], [-0.054, -0.031, -0.099], [0.038, -0.939, -0.573], [-0.029, 0.271, -0.427]]}

=====

Entry 2:
{"formula": "C20H40AsCsF6O10S5", "method": "ωB97M-V/def2-TZVPD", "orbital_gap_ev": 7.3, "elements": ["Cs", "As", "F", "F", "F", "F", "F", "F", "C", "C", "C", "S", "O", "O", "C", "H", "H", "H", "H", "H", "H", "H", "H", "C", "C", "C", "S", "O", "O", "C", "H", "H", "H", "H", "H", "H", "H", "H", "C", "C", "C", "S", "O", "O", "C", "H", "H", "H", "H", "H", "H", "H", "H", "C", "C", "C", "S", "O", "O", "C", "H", "H", "H", "H", "H", "H", "H", "H", "C", "C", "C", "S", "O", "O", "C", "H", "H", "H", "H", "H", "H", "H", "H"], "positions_angstrom": [[-3.360087, -0.085506, 0.997261], [-0.333022, -0.783258, 0.400777], [0.485114, -1.745308, -0.804659], [1.318186, -0.643799, 1.253329], [-1.240078, 0.219611, 1.562509], [-1.982207, -0.976551, -0.425169], [-0.795181, -2.160421, 1.498896], [-0.084590, 0.712928, -0.592558], [-4.904237, -1.174066, -4.282995], [-3.698163, -0.295825, -3.772402], [-2.963120, -1.047758, -2.650326], [-4.384962, -1.690758, -1.700971], [-4.766646, -0.683933, -0.661760], [-3.960219, -3.004081, -1.350509], [-5.604919, -1.691398, -2.942158], [-4.409457, -2.107714, -4.550606], [-5.343944, -0.639660, -5.125121], [-4.119723, 0.653249, -3.441271], [-3.043820, -0.194163, -4.638189], [-2.342793, -0.453650, -1.979249], [-2.452917, -1.909786, -3.080091], [-6.417288, -0.996369, -2.729784], [-5.946739, -2.726403, -2.944199], [-0.368480, 0.579403, -2.493491], [-0.892122, 1.497431, -3.511801], [0.084516, 1.434425, -4.800177], [0.125345, -0.300143, -5.079959], [1.453438, -0.672353, -5.532611], [-1.039107, -0.615808, -5.796626], [-0.037903, -0.709688, -3.246900], [-1.136179, 0.504322, -1.723369], [0.473279, 1.103471, -2.040840], [-0.970619, 2.567873, -3.321817], [-1.855352, 1.130016, -3.865759], [1.025314, 1.952449, -4.613998], [-0.281514, 1.815094, -5.753702], [0.983016, -0.912264, -2.923217], [-0.599625, -1.638241, -3.145042], [0.518094, 3.982202, 3.493652], [0.707863, 2.972378, 2.216327], [0.696314, 1.502323, 2.605947], [0.581076, 1.486345, 4.633936], [1.721844, 0.791707, 5.259678], [-0.822496, 1.053798, 4.816855], [0.753842, 3.331775, 4.854737], [-0.563217, 4.105095, 3.554959], [0.829735, 4.999845, 3.258327], [1.716980, 3.279293, 1.941377], [0.092759, 3.379889, 1.414032], [1.506864, 0.979751, 2.097986], [-0.149147, 0.955965, 2.187858], [1.834530, 3.419782, 4.966378], [0.327736, 3.762089, 5.761022], [0.410797, -1.269130, 3.780695], [0.791474, -2.647232, 3.085417], [0.700222, -3.800533, 4.180175], [1.411400, -3.128081, 5.745255], [2.904047, -3.221745, 5.728356], [0.597559, -3.622309, 6.857273], [1.054593, -1.348215, 5.285736], [-0.665721, -1.109451, 3.841580], [0.563439, -0.315685, 3.274981], [1.827727, -2.570609, 2.756153], [0.170817, -2.828261, 2.207847], [1.111967, -4.770317, 3.900739], [-0.353219, -3.964635, 4.406949], [2.008472, -0.894856, 5.555365], [0.301045, -1.071546, 6.023119], [3.214620, 2.069831, -1.002703], [3.295469, 0.968131, -0.010350], [2.849492, -0.340948, -0.826482], [3.490530, -0.086872, -2.525405], [2.250189, 0.003682, -3.384670], [4.610529, -1.005186, -2.819441], [4.097773, 1.576094, -2.170727], [3.599730, 3.029784, -0.658767], [2.255159, 2.291249, -1.470162], [2.685785, 1.196589, 0.863836], [4.278566, 0.726724, 0.393814], [1.796756, -0.473717, -1.075933], [3.068901, -1.289860, -0.337064], [4.200488, 2.205053, -3.055002], [5.105424, 1.378445, -1.805101]], "forces_ev_per_a": [[-7.367, 3.685, 7.493], [2.306, -1.111, 0.512], [-1.730, -0.063, 1.261], [-3.100, -0.764, -1.806], [3.821, -0.882, -0.382], [6.158, -2.594, -1.460], [-2.590, 3.316, -4.648], [1.329, -1.839, 9.820], [2.437, -1.238, 2.387], [-0.556, -0.653, -0.671], [-2.466, 0.780, -1.074], [1.770, 2.267, -0.226], [-2.387, -2.865, -4.639], [-0.783, -1.234, 1.114], [-1.414, 1.026, -2.023], [-0.075, 0.130, -1.192], [-0.910, -0.541, 0.512], [0.370, 0.244, 0.041], [-0.001, 0.410, 0.146], [-0.832, -0.382, -1.455], [-0.194, 0.011, 0.388], [0.019, -0.256, 0.638], [-0.234, 0.133, -0.426], [-1.412, 0.534, -3.807], [-0.026, 1.525, -4.159], [-1.190, 0.581, 0.800], [4.627, 0.846, 3.068], [-1.682, -0.571, -0.875], [-2.600, -1.128, -1.450], [0.608, -0.759, -0.433], [-0.296, -0.132, -2.324], [0.416, -0.616, -1.837], [-0.161, -0.093, 0.758], [-0.009, 0.428, 0.016], [0.184, -0.685, 0.183], [-0.529, 0.312, 0.240], [-1.005, -0.804, -0.675], [-0.331, 0.542, 0.112], [-3.695, -1.412, -0.831], [1.660, 2.177, 2.082], [0.179, 1.794, 0.826], [-0.242, 0.215, -2.256], [-1.810, 4.086, -0.900], [1.960, 0.863, 0.620], [2.761, -0.374, -0.990], [-0.456, 0.313, -0.456], [0.862, -0.312, 0.494], [0.284, -0.474, -0.473], [-0.456, -0.642, 0.091], [0.427, 0.509, 1.498], [0.970, 1.641, 1.955], [0.253, -0.405, 0.646], [-0.601, -0.325, -0.371], [0.595, -1.787, 1.949], [1.521, -0.363, 2.264], [-0.194, 1.188, -0.414], [0.749, 0.387, -1.901], [-2.661, -0.259, 0.333], [1.013, 0.446, -0.610], [-1.112, -2.588, -0.004], [-0.311, -1.004, 0.711], [1.363, -1.352, 0.059], [0.174, -0.078, 0.072], [1.983, -1.368, 2.121], [0.356, 0.250, -0.010], [-0.059, 0.016, 0.225], [-0.453, -0.895, -0.657], [0.146, 0.230, -0.031], [1.467, 0.952, -1.874], [-1.494, -2.005, -0.066], [-0.046, 0.781, 0.110], [-0.520, -0.795, -0.474], [5.570, 0.867, 2.104], [-1.864, 1.467, 0.001], [0.530, -0.108, 0.058], [0.093, -0.030, 0.198], [-0.483, -0.331, 0.629], [-0.081, -0.397, -0.313], [0.290, 0.521, -0.341], [0.665, 1.015, 0.350], [0.809, 0.136, -0.337], [-0.431, -0.164, -0.050], [0.121, 0.057, 0.036]]}

=====

no.,E (Ha)
1,-3358.2649
2,-6383.9921